2 unconnected molecules or ions with the total composition C2H4Br3ClSi. Source: the Open Molecules 2025 dataset; level of theory: ωB97M-V/def2-TZVPD.

Computed properties:
Orbital gap = 8.58 eV
Strongest force on any atom = 4.804 eV/Å
Energy above the lowest of the compared OMol25 structures with the same formula, charge and spin = 175.9 kJ/mol
HOMO level = -9.6860 eV
Energy = -8550.4035 Ha
E_LUMO = -1.10 eV

Each line ends with the natural charge from an NBO analysis.
Element x y z (Å)
C -0.70 0.65 -0.14  -0.458
C -1.53 -0.59 -0.01  -0.429
Si 1.80 0.15 -0.01  0.906
Cl -3.26 -0.05 0.12  -0.066
Br 2.17 -1.24 1.71  -0.284
Br 2.91 -0.65 -1.88  -0.272
Br 2.76 2.04 0.75  -0.282
H -0.70 1.45 0.57  0.229
H -0.72 0.94 -1.10  0.193
H -1.45 -1.28 -0.85  0.225
H -1.30 -1.42 0.82  0.237